# 1
Entry from OMol25: a single C5H8O2 molecule (ωB97M-V/def2-TZVPD).

Each line ends with the Löwdin charge.
Cartesian coordinates (Å):
O 2.123 0.182 -0.607  -0.024
C 1.131 0.287 0.391  -0.347
C 0.013 1.280 -0.002  -0.023
C -0.998 0.133 0.032  -0.536
O -2.201 0.309 0.679  0.037
C -0.753 -0.895 -0.954  0.035
C 0.098 -0.826 0.478  -0.101
H 2.683 -0.577 -0.391  0.100
H 1.566 0.508 1.376  0.147
H -0.183 2.014 0.785  0.123
H 0.145 1.783 -0.962  0.121
H -2.896 -0.052 0.112  0.107
H -0.543 -1.932 -0.497  0.122
H -0.066 -0.725 -1.772  0.090
H -0.068 -1.481 1.345  0.147

Output
- spin multiplicity = 1
- E_LUMO (Ha) = 0.030
- frontier orbital gap (Eh) = 0.3640
- energy above the lowest of the compared OMol25 structures with the same formula, charge and spin (kcal per mole) = 90.4

=====

# 2
Entry from OMol25: a single C4H5ClN2S molecule (ωB97M-V/def2-TZVPD).

Each line ends with the Löwdin charge.
Cartesian coordinates (Å):
H -0.058 -3.010 0.193  0.066
N 0.303 -2.476 -0.637  0.120
C 0.159 -1.227 -0.445  -0.521
C -0.432 -0.577 0.756  -0.097
C -0.443 0.712 0.986  -0.738
Cl -1.033 1.348 2.488  0.682
C 0.073 1.754 0.014  -0.505
S -0.116 1.160 -1.668  0.891
N 0.703 -0.340 -1.369  -0.290
H -0.839 -1.257 1.517  0.115
H -0.544 2.683 0.122  0.084
H 1.138 2.019 0.241  0.102
H 1.089 -0.789 -2.197  0.091

Output
- spin multiplicity = 1
- E_LUMO (Ha) = 0.014
- frontier orbital gap (Eh) = 0.3347
- energy above the lowest of the compared OMol25 structures with the same formula, charge and spin (kcal per mole) = 17.2

=====

# 3
Entry from OMol25: 10 unconnected molecules or ions with the total composition C17H54O12 (ωB97M-V/def2-TZVPD).

Each line ends with the Löwdin charge.
Cartesian coordinates (Å):
O -0.841 -0.560 0.939  -0.074
C -0.368 -0.130 -0.315  -0.193
C -0.080 1.395 -0.268  -0.230
O 1.132 1.629 0.410  -0.071
H -0.465 0.020 1.615  0.100
H 0.506 -0.642 -0.721  0.113
H -1.189 -0.164 -1.033  0.101
H -0.913 1.861 0.276  0.115
H -0.162 1.922 -1.224  0.120
H 1.223 2.530 0.741  0.043
O 1.515 -4.410 -4.275  -0.051
C 2.489 -3.821 -3.465  -0.243
C 2.110 -4.015 -1.953  -0.210
O 1.686 -5.351 -1.604  -0.074
H 1.475 -5.346 -4.067  0.074
H 3.482 -4.265 -3.605  0.114
H 2.671 -2.756 -3.603  0.107
H 1.432 -3.273 -1.527  0.104
H 3.019 -4.048 -1.343  0.106
H 1.247 -5.671 -2.399  0.053
C -0.196 -1.103 -4.031  -0.075
C -1.604 -1.388 -4.491  -0.321
O -2.625 -1.194 -3.520  -0.082
H -0.225 -0.055 -3.717  0.072
H 0.503 -1.105 -4.872  0.081
H 0.247 -1.815 -3.337  0.058
H -1.774 -2.429 -4.781  0.112
H -1.806 -0.769 -5.371  0.110
H -2.805 -0.258 -3.653  0.026
C 5.393 -1.769 -1.430  -0.074
C 4.185 -1.148 -0.756  -0.343
O 3.391 -0.616 -1.771  -0.095
H 5.821 -1.044 -2.122  0.077
H 5.127 -2.650 -2.016  0.060
H 6.178 -2.049 -0.725  0.074
H 4.490 -0.326 -0.089  0.110
H 3.557 -1.791 -0.121  0.108
H 2.848 0.077 -1.376  0.054
C -4.214 -0.366 1.388  -0.084
C -4.117 0.905 2.158  -0.311
O -4.911 0.785 3.342  -0.084
H -5.157 -0.646 0.920  0.081
H -3.878 -1.168 2.046  0.064
H -3.523 -0.269 0.543  0.064
H -4.574 1.694 1.551  0.115
H -3.096 1.111 2.472  0.081
H -5.697 1.330 3.332  0.075
C -1.685 2.417 4.463  -0.084
C -0.552 2.895 5.378  -0.291
O -0.984 3.876 6.331  -0.088
H -1.307 1.865 3.595  0.052
H -2.158 3.272 3.972  0.076
H -2.418 1.706 4.840  0.075
H 0.240 3.398 4.821  0.090
H -0.227 2.019 5.945  0.111
H -0.193 4.327 6.631  0.072
C -2.548 -3.585 3.664  -0.092
C -1.393 -3.664 2.609  -0.284
O -0.583 -2.511 2.780  -0.110
H -3.133 -2.671 3.662  0.052
H -2.225 -3.812 4.684  0.062
H -3.195 -4.451 3.482  0.065
H -1.984 -3.277 1.763  0.098
H -1.018 -4.660 2.385  0.108
H -0.658 -1.933 2.006  0.019
C 1.675 4.694 2.237  -0.120
O 0.478 4.139 1.703  -0.140
H 1.689 5.749 1.960  0.088
H 1.752 4.582 3.322  0.070
H 2.467 4.093 1.793  0.079
H -0.308 4.627 1.961  0.088
C 4.515 3.079 -1.842  -0.153
O 3.284 2.445 -1.542  -0.127
H 4.750 2.883 -2.884  0.084
H 4.508 4.151 -1.615  0.073
H 5.313 2.738 -1.173  0.077
H 3.203 2.450 -0.584  0.050
C -3.172 2.067 -2.726  -0.143
O -2.414 1.986 -3.944  -0.120
H -2.892 1.157 -2.196  0.057
H -2.997 2.966 -2.133  0.078
H -4.255 2.067 -2.868  0.086
H -3.080 2.068 -4.634  0.081

Output
- spin multiplicity = 1
- E_LUMO (Ha) = 0.006
- frontier orbital gap (Eh) = 0.3551
- energy above the lowest of the compared OMol25 structures with the same formula, charge and spin (kcal per mole) = 133.0